{
  "formula": "C29H33F25N4O4PS",
  "method": "wB97M-V/def2-TZVPD",
  "elements": ["S", "P", "F", "F", "F", "F", "F", "F", "F", "F", "F", "F", "F", "F", "F", "F", "F", "F", "F", "F", "F", "F", "F", "F", "F", "F", "F", "O", "O", "O", "O", "N", "N", "N", "N", "C", "C", "C", "C", "C", "C", "C", "C", "C", "C", "C", "C", "C", "C", "C", "C", "C", "C", "C", "C", "C", "C", "C", "C", "C", "C", "C", "C", "C", "H", "H", "H", "H", "H", "H", "H", "H", "H", "H", "H", "H", "H", "H", "H", "H", "H", "H", "H", "H", "H", "H", "H", "H", "H", "H", "H", "H", "H", "H", "H", "H", "H"],
  "xyz": [[4.540, 1.734, -0.488], [3.980, 0.908, 5.849], [12.283, 2.295, -4.210], [6.189, 0.511, -3.605], [-6.598, -2.823, -0.041], [-10.128, 0.282, -6.644], [-12.115, 3.021, -4.460], [-1.927, 0.255, -0.840], [-2.926, 1.359, -3.081], [10.842, 0.657, -4.222], [-10.142, 2.544, -2.608], [5.731, 1.366, 3.013], [9.265, 0.849, -1.935], [-4.915, 0.582, -2.677], [8.132, -0.114, -4.365], [-9.011, -2.524, -4.846], [-9.581, 2.041, -4.634], [-2.738, -1.199, -2.246], [-5.211, -2.121, -3.188], [7.735, -0.675, -1.744], [10.354, 3.998, -5.174], [9.913, 3.194, -3.217], [-10.981, -1.616, -4.697], [-12.212, 0.889, -4.910], [-6.388, -0.844, -0.885], [-7.265, -2.662, -2.700], [-10.038, -1.810, -7.222], [8.809, 2.449, -5.038], [-1.611, -1.430, 2.383], [-10.050, 0.420, -3.141], [-4.567, -2.093, -0.429], [1.686, 0.540, 4.483], [0.960, 0.272, 3.409], [3.376, -0.437, 0.774], [-1.148, -1.902, 4.576], [-3.753, 0.931, -2.099], [5.186, 0.097, 2.956], [-1.129, -1.093, 3.456], [-3.092, -0.242, -1.367], [-10.379, 1.672, -3.616], [10.022, 2.867, -4.520], [-5.865, -2.085, -0.901], [11.139, 1.849, -4.773], [2.871, -0.086, 2.049], [-5.983, -2.745, -2.278], [2.757, 0.954, 7.223], [-0.504, 0.324, 3.515], [5.220, -2.163, 4.179], [3.683, 0.166, 3.131], [1.516, -0.002, 2.259], [-9.503, -0.882, -6.395], [-3.849, -0.887, -0.189], [5.952, -0.862, 3.866], [7.959, 0.609, -2.123], [2.987, 0.500, 4.322], [-1.605, -3.264, 4.244], [-11.865, 1.785, -3.970], [7.527, 0.795, -3.580], [3.854, 0.538, 0.172], [-9.132, -0.436, -3.823], [7.683, 2.195, -4.209], [4.556, 2.642, 5.719], [0.169, -2.012, 5.250], [-9.683, -1.342, -4.945], [0.317, -1.217, 5.977], [-0.920, 0.908, 2.705], [0.208, -2.954, 5.781], [-8.235, 0.100, -4.134], [-8.801, -1.115, -3.045], [7.383, 1.258, -1.457], [7.540, 2.988, -3.475], [1.812, 1.361, 6.861], [0.853, -0.176, 1.421], [1.001, -2.007, 4.545], [-0.836, -3.789, 3.675], [6.181, -0.335, 4.785], [6.841, 2.281, -4.896], [5.107, 2.853, 4.810], [-12.479, 1.616, -3.083], [-3.069, -1.191, 0.508], [11.291, 1.712, -5.845], [-8.442, -0.776, -6.638], [-2.559, -3.274, 3.735], [5.726, -2.623, 5.024], [-0.737, 0.770, 4.478], [2.564, -0.040, 7.610], [-4.453, -0.160, 0.355], [-1.725, -3.812, 5.173], [-5.683, -3.793, -2.231], [5.251, 2.777, 6.545], [5.328, -2.865, 3.355], [4.187, -2.026, 4.485], [-3.932, 1.765, -1.413], [3.124, 1.650, 7.971], [6.906, -1.049, 3.380], [5.351, -0.246, 1.937], [3.768, 3.383, 5.854]],
  "homo_ev": -11.8146,
  "lumo_ha": -0.1805,
  "e_above_lowest_ev": 0.0000,
  "charge": 1
}

{
  "formula": "C29H33IIrN6OS",
  "method": "wB97M-V/def2-TZVPD",
  "elements": ["Ir", "I", "S", "O", "N", "N", "N", "N", "N", "N", "C", "C", "C", "C", "C", "C", "C", "C", "C", "C", "C", "C", "C", "C", "C", "C", "C", "C", "C", "C", "C", "C", "C", "C", "C", "C", "C", "C", "C", "H", "H", "H", "H", "H", "H", "H", "H", "H", "H", "H", "H", "H", "H", "H", "H", "H", "H", "H", "H", "H", "H", "H", "H", "H", "H", "H", "H", "H", "H", "H", "H", "H"],
  "xyz": [[-0.104, -0.285, -0.217], [-0.760, 0.469, -4.127], [3.383, -2.436, -2.262], [1.826, 1.153, 1.512], [0.705, -1.820, 1.076], [1.170, -1.441, -1.524], [-1.501, 1.145, -1.030], [1.191, 1.117, -1.823], [-1.193, 0.410, 1.399], [-1.541, -1.783, -0.175], [0.865, -4.199, 1.252], [-1.865, 3.481, -1.447], [2.458, -1.502, -1.221], [-3.406, -0.467, -1.226], [1.852, -4.069, 2.226], [0.934, 1.211, -3.143], [-3.083, -0.008, 2.788], [2.929, 2.511, -3.512], [-1.903, 2.070, 2.942], [-2.202, -0.393, 1.797], [3.381, 1.978, 3.228], [-1.083, 2.433, -1.028], [-1.060, 1.629, 1.947], [1.994, -2.792, -3.185], [-0.861, -3.118, -0.233], [-3.605, 1.910, -1.833], [1.792, 1.894, -4.002], [2.186, -2.793, 2.668], [0.905, -2.188, -2.656], [-2.780, 0.889, -1.377], [-2.929, 1.239, 3.377], [2.289, 1.742, -1.355], [-2.266, -1.742, 1.160], [-2.509, -1.673, -1.317], [3.170, 2.441, -2.150], [-3.155, 3.215, -1.890], [1.590, -1.696, 2.081], [1.947, 1.936, 2.766], [0.303, -3.063, 0.713], [1.798, -0.697, 2.427], [2.040, -3.421, -4.062], [3.759, 0.983, 3.477], [-3.964, -0.467, -0.284], [-1.587, -3.868, 0.089], [4.022, 2.925, -1.693], [1.578, 2.937, 2.549], [-3.288, -2.083, 1.003], [0.512, -5.174, 0.939], [3.454, 2.581, 4.134], [-0.086, -2.246, -3.068], [-0.579, -3.358, -1.254], [1.554, 1.943, -5.056], [-1.780, -2.459, 1.823], [-4.615, 1.663, -2.133], [2.895, -0.996, -0.375], [-1.922, -1.656, -2.234], [4.028, 2.438, 2.480], [-0.269, 2.249, 1.562], [-1.762, 3.057, 3.363], [3.594, 3.044, -4.179], [-3.877, -0.677, 3.095], [2.899, -2.642, 3.467], [-3.112, -2.584, -1.307], [1.300, 1.467, 3.508], [-3.607, 1.564, 4.157], [2.316, -4.946, 2.660], [2.432, 1.720, -0.292], [-1.459, 4.483, -1.433], [-0.077, 2.623, -0.698], [2.702, 0.763, 1.395], [-3.794, 4.006, -2.259], [-4.171, -0.579, -1.996]],
  "homo_ev": [-19.8764, -19.8699],
  "lumo_ha": [-0.4850, -0.5508],
  "e_above_lowest_ev": 4.3238,
  "s2": 0.76,
  "multiplicity": 2,
  "charge": 4
}

{
  "formula": "C29H33N5O5S5Zr",
  "method": "wB97M-V/def2-TZVPD",
  "elements": ["Zr", "S", "S", "S", "S", "S", "O", "O", "O", "O", "O", "N", "N", "N", "N", "N", "C", "C", "C", "C", "C", "C", "C", "C", "C", "C", "C", "C", "C", "C", "C", "C", "C", "C", "C", "C", "C", "C", "C", "C", "C", "C", "C", "C", "C", "H", "H", "H", "H", "H", "H", "H", "H", "H", "H", "H", "H", "H", "H", "H", "H", "H", "H", "H", "H", "H", "H", "H", "H", "H", "H", "H", "H", "H", "H", "H", "H", "H"],
  "xyz": [[0.036, 0.731, 0.388], [-1.412, 2.580, -0.460], [-3.381, 0.345, 7.822], [2.718, 0.603, 1.145], [-1.797, -0.516, -1.165], [1.299, 1.387, -1.658], [-4.360, -0.710, 7.719], [-5.339, 0.813, 4.356], [-3.710, 1.636, 8.359], [-5.710, 0.963, 2.233], [0.253, 2.073, 2.041], [-0.121, 3.960, 3.152], [0.889, -1.458, -0.111], [-2.769, -0.172, 3.829], [-1.707, 0.060, 1.898], [-5.010, 0.745, 3.190], [-2.371, -0.562, 10.149], [-3.650, 0.350, 2.904], [-3.045, -0.537, 5.242], [-3.005, 1.309, -4.555], [-2.717, 0.342, -3.604], [1.371, 4.086, 1.260], [0.426, -2.154, -1.173], [3.637, 0.475, -2.767], [-1.972, 2.064, -2.068], [0.475, 3.322, 2.175], [0.974, -3.368, -1.549], [4.943, 0.010, -2.740], [-3.009, 0.482, 1.733], [2.573, -3.135, 0.192], [-1.604, -0.316, 3.180], [-2.785, 0.639, 6.169], [2.058, -3.869, -0.862], [-2.775, 2.647, -4.263], [-1.985, -0.281, 8.697], [5.580, -0.257, -1.533], [1.968, -1.951, 0.544], [-0.627, -1.561, -2.061], [3.575, 0.379, -0.384], [2.544, -1.131, 1.660], [-2.183, 0.727, -2.382], [2.924, 0.669, -1.582], [-2.271, 3.024, -3.027], [4.896, -0.060, -0.346], [-0.361, -0.841, 3.804], [0.011, 4.952, 3.279], [-0.486, -1.051, 4.862], [-3.414, 0.860, 0.811], [-2.998, 3.407, -5.000], [3.443, -3.473, 0.738], [0.430, -0.094, 3.717], [5.477, -0.128, -3.671], [-1.675, -1.190, 8.175], [-0.151, -0.923, -2.809], [3.518, -1.516, 1.950], [5.388, -0.237, 0.603], [-3.176, -1.292, 10.205], [2.510, -4.808, -1.154], [-2.916, -0.702, -3.812], [3.160, 0.707, -3.711], [-1.177, -2.353, -2.563], [0.555, -3.898, -2.394], [-1.207, 0.481, 8.620], [6.606, -0.599, -1.517], [-0.775, 3.479, 3.752], [-2.431, -1.401, 5.481], [-2.105, 4.069, -2.800], [-3.420, 1.020, -5.510], [-1.726, 0.896, 6.238], [1.916, -1.133, 2.549], [-3.358, 1.513, 5.854], [0.803, 4.349, 0.365], [-1.507, -0.961, 10.677], [-4.079, -0.851, 5.308], [2.204, 3.461, 0.949], [-0.049, -1.764, 3.315], [-2.691, 0.350, 10.649], [1.744, 4.994, 1.729]],
  "homo_ev": -13.2507,
  "lumo_ha": -0.2327,
  "e_above_lowest_ev": 0.0000,
  "charge": 2
}

{
  "formula": "C29H34CdN5P",
  "method": "wB97M-V/def2-TZVPD",
  "elements": ["Cd", "P", "N", "N", "N", "N", "N", "C", "C", "C", "C", "C", "C", "C", "C", "C", "C", "C", "C", "C", "C", "C", "C", "C", "C", "C", "C", "C", "C", "C", "C", "C", "C", "C", "C", "C", "H", "H", "H", "H", "H", "H", "H", "H", "H", "H", "H", "H", "H", "H", "H", "H", "H", "H", "H", "H", "H", "H", "H", "H", "H", "H", "H", "H", "H", "H", "H", "H", "H", "H"],
  "xyz": [[-0.397, -0.619, 0.135], [1.322, 1.196, -0.274], [-0.245, -2.123, 1.996], [-0.961, 0.718, -2.063], [-1.975, 0.307, 1.747], [-2.463, -1.647, -0.148], [0.002, -2.752, -0.892], [2.649, 1.222, -2.753], [4.915, -0.036, 1.133], [-0.310, 4.206, 1.902], [5.600, 1.156, 1.323], [-0.361, 4.932, -0.393], [-3.646, -3.570, -0.870], [-3.517, -1.237, 0.552], [0.268, 0.830, -2.787], [0.327, 0.612, -4.156], [-1.344, -1.803, 2.930], [-1.232, -3.204, -1.555], [-1.588, -0.302, 3.034], [0.246, 3.744, -0.786], [-0.640, 5.162, 0.945], [-0.294, -3.500, 1.473], [0.493, -3.643, 0.179], [3.682, 2.402, 0.582], [4.986, 2.371, 1.051], [0.561, 2.779, 0.165], [-3.359, 0.050, 1.333], [3.609, -0.010, 0.671], [-4.703, -1.956, 0.555], [1.543, 0.700, -4.817], [2.703, 1.013, -4.121], [-2.500, -2.795, -0.827], [2.991, 1.207, 0.387], [-4.767, -3.131, -0.179], [1.437, 1.123, -2.071], [0.282, 3.018, 1.514], [-3.679, 0.880, 0.699], [-0.580, 0.397, -4.709], [-4.036, 0.030, 2.193], [-1.148, -2.200, 3.930], [1.542, -3.391, 0.354], [-2.244, -2.303, 2.568], [3.646, 1.091, -4.642], [-5.677, -3.715, -0.192], [-1.341, -3.753, 1.303], [0.461, -4.689, -0.140], [5.524, 3.296, 1.204], [5.397, -0.980, 1.349], [0.725, -2.674, -1.598], [-0.601, 5.683, -1.134], [3.070, -0.942, 0.523], [-5.550, -1.611, 1.131], [0.088, -4.222, 2.199], [-1.714, 0.397, -2.662], [-0.675, 0.195, 3.371], [1.581, 0.536, -5.885], [0.639, -1.985, 2.478], [6.618, 1.139, 1.690], [0.568, 2.286, 2.266], [-1.234, -4.291, -1.688], [-1.249, -2.764, -2.555], [0.489, 3.582, -1.830], [-2.353, -0.125, 3.797], [-3.660, -4.500, -1.421], [-1.102, 6.091, 1.248], [-1.831, 1.309, 1.804], [3.557, 1.447, -2.207], [-0.507, 4.401, 2.948], [-1.243, 1.618, -1.680], [3.205, 3.351, 0.372]],
  "homo_ev": -13.9515,
  "lumo_ha": -0.1803,
  "charge": 2
}

{
  "formula": "C29H34FeN10O4",
  "method": "wB97M-V/def2-TZVPD",
  "elements": ["Fe", "O", "O", "O", "O", "N", "N", "N", "N", "N", "N", "N", "N", "N", "N", "C", "C", "C", "C", "C", "C", "C", "C", "C", "C", "C", "C", "C", "C", "C", "C", "C", "C", "C", "C", "C", "C", "C", "C", "C", "C", "C", "C", "C", "H", "H", "H", "H", "H", "H", "H", "H", "H", "H", "H", "H", "H", "H", "H", "H", "H", "H", "H", "H", "H", "H", "H", "H", "H", "H", "H", "H", "H", "H", "H", "H", "H", "H"],
  "xyz": [[11.503, 11.739, 10.289], [11.503, 12.255, 12.527], [9.392, 13.357, 11.075], [9.133, 10.713, 10.245], [16.557, 15.836, 7.708], [10.549, 14.996, 7.550], [13.727, 11.847, 9.870], [18.571, 16.833, 7.368], [12.949, 7.599, 9.513], [11.422, 13.491, 8.987], [17.601, 17.642, 6.824], [12.053, 9.507, 10.149], [15.814, 11.215, 9.490], [15.179, 11.221, 8.268], [11.455, 15.620, 8.381], [9.514, 13.667, 12.484], [17.978, 15.775, 7.898], [16.424, 17.094, 6.999], [12.511, 8.822, 11.257], [15.112, 17.648, 6.753], [17.739, 13.494, 8.699], [18.142, 12.370, 9.437], [13.581, 19.072, 5.622], [14.062, 17.203, 7.565], [13.084, 7.641, 10.878], [12.308, 8.718, 9.126], [8.109, 12.866, 10.646], [10.605, 13.724, 7.904], [11.608, 17.117, 8.270], [18.554, 14.631, 8.579], [7.982, 11.360, 10.812], [10.273, 12.602, 13.226], [12.531, 18.645, 6.424], [12.740, 17.648, 7.385], [14.916, 11.590, 10.440], [13.965, 11.633, 8.541], [17.305, 11.086, 9.529], [11.906, 14.698, 9.278], [19.799, 14.644, 9.204], [19.417, 12.405, 10.019], [8.854, 9.321, 10.079], [12.637, 12.881, 13.175], [20.211, 13.542, 9.947], [14.905, 18.648, 5.790], [7.298, 13.422, 11.141], [15.092, 11.733, 11.507], [11.548, 19.098, 6.266], [12.661, 13.984, 13.020], [8.516, 13.843, 12.921], [13.246, 6.853, 8.913], [9.689, 11.686, 13.343], [12.091, 8.899, 8.075], [20.413, 15.537, 9.124], [10.523, 12.932, 14.252], [10.634, 17.415, 7.859], [12.610, 14.877, 10.081], [8.104, 9.160, 9.291], [13.179, 11.746, 7.810], [13.565, 12.442, 12.772], [15.740, 19.040, 5.236], [9.771, 8.801, 9.758], [14.282, 16.436, 8.309], [10.018, 12.929, 7.471], [12.613, 12.654, 14.269], [19.797, 11.505, 10.524], [17.560, 10.579, 10.458], [13.363, 19.795, 4.845], [10.062, 14.634, 12.540], [11.694, 17.490, 9.310], [12.393, 9.231, 12.230], [16.773, 13.526, 8.204], [8.034, 13.112, 9.581], [7.071, 11.033, 10.291], [21.161, 13.599, 10.481], [8.530, 8.872, 11.029], [17.511, 10.399, 8.694], [13.507, 6.824, 11.433], [7.871, 11.094, 11.876]],
  "homo_ev": [-12.4611, -12.4611],
  "lumo_ha": [-0.1616, -0.2099],
  "s2": 6.01,
  "multiplicity": 5,
  "charge": 2
}

{
  "formula": "C29H34FeN3",
  "method": "wB97M-V/def2-TZVPD",
  "elements": ["Fe", "N", "N", "N", "C", "C", "C", "C", "C", "C", "C", "C", "C", "C", "C", "C", "C", "C", "C", "C", "C", "C", "C", "C", "C", "C", "C", "C", "C", "C", "C", "C", "C", "H", "H", "H", "H", "H", "H", "H", "H", "H", "H", "H", "H", "H", "H", "H", "H", "H", "H", "H", "H", "H", "H", "H", "H", "H", "H", "H", "H", "H", "H", "H", "H", "H", "H"],
  "xyz": [[0.762, 2.687, -4.019], [0.863, -0.621, 5.089], [0.704, 0.530, 2.870], [-0.885, -0.997, 3.626], [1.711, -3.926, -2.102], [-4.044, -3.372, 1.480], [2.632, 3.317, -3.289], [-0.287, 4.146, -5.097], [-5.220, -2.763, 1.869], [0.202, -2.101, -1.764], [-0.753, 4.133, -3.725], [-0.148, 0.842, 1.724], [-3.981, -0.836, 2.552], [2.123, -0.038, 5.533], [2.231, 1.182, -4.194], [-2.842, -2.710, 1.620], [-2.796, -1.430, 2.148], [-1.277, 2.812, -3.447], [2.362, -1.712, -2.724], [2.088, 0.964, 2.730], [-1.129, 2.006, -4.642], [-0.516, 2.832, -5.664], [0.187, -1.471, 6.061], [0.228, -0.373, 3.847], [2.806, 2.425, -4.473], [-5.186, -1.494, 2.410], [-1.449, -0.744, 2.356], [0.483, -3.447, -1.686], [1.630, 1.232, -2.809], [2.646, -3.056, -2.633], [1.926, 2.625, -2.299], [1.146, -1.197, -2.264], [0.947, 0.234, -2.120], [-3.961, 0.146, 2.992], [-6.157, -3.287, 1.775], [-4.064, -4.367, 1.065], [-0.258, 1.925, 1.638], [1.949, 0.704, 6.308], [-1.924, -3.192, 1.330], [-0.747, -1.728, -1.421], [1.726, 2.980, -1.284], [-0.249, -4.129, -1.279], [-0.755, -1.832, 5.652], [2.130, 2.033, 2.538], [-0.246, 2.512, -6.672], [2.803, -0.800, 5.909], [0.807, -2.330, 6.308], [-1.956, 0.481, 2.670], [3.055, 4.320, -3.184], [2.577, 0.433, 1.917], [-0.033, -0.915, 6.970], [3.293, 2.708, -5.411], [2.163, 0.348, -4.894], [-0.763, -1.281, 1.654], [2.651, 0.748, 3.749], [-1.240, 0.360, 1.828], [-1.767, 2.508, -2.522], [0.316, 0.546, -1.307], [2.642, 0.479, 4.606], [3.609, -3.429, -2.945], [-0.731, 4.973, -3.029], [1.948, -4.973, -1.996], [-6.101, -1.017, 2.724], [0.310, 0.463, 0.807], [3.110, -1.034, -3.097], [0.123, 5.011, -5.618], [-1.423, 0.960, -4.748]],
  "homo_ev": [0.2385, -2.9922],
  "lumo_ha": [0.0894, 0.0611],
  "s2": 6.09,
  "multiplicity": 5,
  "charge": -1
}

> Number 2 is which compound?

C29H33IIrN6OS

> Which formula does entry 1 have?

C29H33F25N4O4PS

> What is the formula in the sixth record?

C29H34FeN3